1.
{
  "formula": "C14H44O8",
  "method": "wB97M-V/def2-TZVPD",
  "species": ["C", "O", "H", "H", "H", "H", "C", "O", "H", "H", "H", "H", "C", "O", "H", "H", "H", "H", "C", "O", "H", "H", "H", "H", "C", "O", "H", "H", "H", "H", "C", "C", "C", "O", "H", "H", "H", "H", "H", "H", "H", "H", "C", "C", "C", "O", "H", "H", "H", "H", "H", "H", "H", "H", "C", "C", "C", "O", "H", "H", "H", "H", "H", "H", "H", "H"],
  "coordinates": [[1.93047, -2.70688, 2.48292], [0.69547, -3.33988, 2.22592], [1.95447, -2.15488, 3.44492], [2.30247, -2.04488, 1.69092], [2.72147, -3.47488, 2.64892], [0.53947, -3.83788, 3.02492], [-1.98153, 4.02412, -1.88608], [-0.75653, 3.50112, -1.51608], [-2.57053, 3.34312, -2.46208], [-1.88753, 4.99612, -2.39208], [-2.57553, 4.22312, -0.96008], [-0.99353, 2.75012, -0.89108], [1.68547, 0.31712, 0.24492], [1.50747, 1.71112, 0.07492], [1.89947, 0.00412, 1.25792], [2.50247, -0.07188, -0.42308], [0.77647, -0.09088, -0.20008], [0.59947, 1.82912, 0.04492], [0.87047, 3.39912, 2.83892], [0.13347, 3.55312, 4.01992], [0.37047, 3.66212, 1.87692], [1.25347, 2.40312, 2.71492], [1.78347, 3.99312, 2.89592], [-0.63853, 3.03012, 3.93692], [-1.61953, 0.58412, -1.05808], [-1.20153, 1.45212, -0.05908], [-2.63653, 0.80212, -1.41308], [-1.57953, -0.39688, -0.67908], [-0.83853, 0.55312, -1.88008], [-1.81053, 1.46912, 0.63392], [-1.03053, -4.37188, -1.69008], [-0.20153, -3.58488, -0.71808], [0.75647, -2.62388, -1.44708], [-0.86553, -3.07188, 0.17692], [-1.53553, -3.77688, -2.44608], [-1.83653, -4.89088, -1.17108], [-0.28753, -5.03988, -2.07908], [0.43147, -4.30888, -0.20208], [0.20547, -2.02588, -2.15408], [1.52147, -3.18588, -2.05608], [1.45847, -2.02888, -0.87108], [-0.35053, -3.04288, 1.02892], [-0.12453, -0.15588, 2.90492], [-1.21653, -0.89688, 3.69792], [-1.18753, -0.41388, 5.16092], [-2.34153, -0.76888, 3.20992], [0.83247, -0.20688, 3.34192], [-0.40053, 0.90612, 2.97192], [-0.11753, -0.54488, 1.91392], [-1.02453, -1.96688, 3.64092], [-1.33653, 0.67612, 5.29892], [-0.19753, -0.61188, 5.56092], [-1.80453, -0.92988, 5.86192], [-2.39153, -1.35988, 2.47792], [1.31847, 0.42812, -3.48008], [0.80547, 1.63412, -4.18508], [0.84347, 1.42712, -5.69808], [-0.39253, 1.90912, -3.93908], [0.72447, -0.40688, -3.65708], [1.19647, 0.56512, -2.42608], [2.39347, 0.19312, -3.73408], [1.38847, 2.51912, -4.00908], [1.89247, 1.15012, -6.02608], [0.46447, 2.27512, -6.24408], [0.30547, 0.46812, -5.96908], [-0.33153, 2.58212, -3.28408]],
  "mulliken_charge": [-0.622, -0.500, 0.294, 0.212, 0.354, 0.248, -0.794, -0.657, 0.299, 0.244, 0.311, 0.567, -0.769, -0.585, 0.413, 0.446, 0.055, 0.244, -0.357, -0.537, 0.144, 0.109, 0.374, 0.322, -0.644, -0.283, 0.319, 0.269, 0.137, 0.114, -1.582, 0.743, -0.845, -0.572, 0.320, 0.382, 0.372, 0.243, 0.106, 0.487, -0.008, 0.329, 0.206, 0.525, -1.517, -0.585, 0.485, -0.400, -0.396, 0.211, 0.262, 0.353, 0.433, 0.400, -0.627, 0.876, -1.651, -0.525, 0.365, -0.342, 0.430, 0.510, 0.346, 0.386, 0.324, 0.226],
  "lumo_energy_ev": 0.153,
  "smiles": "CC(C)O.CC(C)O.CC(C)O.CO.CO.CO.CO.CO"
}

***

2.
{
  "formula": "C13H28Br10ClS",
  "method": "wB97M-V/def2-TZVPD",
  "species": ["C", "C", "C", "S", "Cl", "H", "H", "H", "H", "H", "H", "H", "H", "Br", "C", "C", "Br", "H", "H", "H", "H", "Br", "C", "C", "Br", "H", "H", "H", "H", "Br", "C", "C", "Br", "H", "H", "H", "H", "Br", "C", "C", "Br", "H", "H", "H", "H", "Br", "C", "C", "Br", "H", "H", "H", "H"],
  "coordinates": [[0.68048, 1.10481, 0.61600], [-0.63839, 0.39954, 1.02836], [-1.67041, 0.37817, -0.13509], [-3.12733, 1.49353, 0.23851], [-2.08356, -1.29216, -0.52350], [0.66175, 1.46649, -0.40830], [1.51614, 0.41849, 0.69219], [0.85447, 1.92095, 1.31107], [-0.43790, -0.62516, 1.32414], [-1.06058, 0.89022, 1.90240], [-1.20030, 0.80036, -1.01943], [-3.65108, 1.25208, 1.46947], [-2.58440, 2.73897, 0.22494], [-4.95860, -0.57838, 0.63571], [-6.09645, -1.84325, 1.59513], [-7.36628, -1.18322, 2.05520], [-7.05121, -0.05474, 3.60821], [-5.50138, -2.24397, 2.40845], [-6.30886, -2.63550, 0.87979], [-8.08442, -1.93212, 2.38113], [-7.82050, -0.55584, 1.29516], [0.23664, -3.10511, 3.20798], [-0.95392, -2.94621, 4.73675], [-2.39846, -3.06777, 4.33003], [-3.03832, -1.43034, 3.48363], [-0.72769, -1.99830, 5.21372], [-0.67723, -3.76051, 5.40259], [-3.02848, -3.20161, 5.20672], [-2.58125, -3.87524, 3.62834], [1.81259, -5.02420, -2.81541], [1.59381, -5.58478, -0.96588], [0.14929, -5.84648, -0.63591], [-0.83622, -4.18232, -0.39508], [2.03584, -4.81040, -0.34716], [2.17616, -6.49860, -0.87183], [0.06242, -6.37013, 0.31404], [-0.36728, -6.41031, -1.40552], [1.49961, 4.42673, -1.09315], [3.36500, 4.39179, -0.52161], [4.17547, 3.42321, -1.33782], [3.85181, 1.57467, -0.80811], [3.36610, 4.16037, 0.53852], [3.72468, 5.40748, -0.67032], [5.23827, 3.58236, -1.17201], [3.96710, 3.48495, -2.39952], [5.62521, 6.13671, -3.55967], [5.79841, 5.37793, -5.34614], [4.95189, 4.14417, -5.50365], [5.76075, 2.60759, -4.62273], [6.85465, 5.19078, -5.50823], [5.46228, 6.16078, -6.02235], [4.87389, 3.86389, -6.55173], [3.95579, 4.25966, -5.08797]],
  "mulliken_charge": [-1.072, -0.241, -0.026, -0.110, -0.115, 0.280, 0.286, 0.290, -0.015, 0.459, 0.397, 0.285, 0.295, -0.053, -0.470, -0.588, -0.125, 0.198, 0.377, 0.377, 0.368, -0.117, -0.658, -0.607, -0.074, 0.364, 0.375, 0.397, 0.384, -0.122, -0.559, -0.594, -0.016, 0.332, 0.360, 0.323, 0.382, -0.183, -0.444, -0.411, -0.132, 0.391, 0.325, 0.402, 0.069, -0.136, -0.520, -0.654, -0.123, 0.372, 0.342, 0.370, 0.363],
  "lumo_energy_ev": -3.152,
  "total_charge": 1
}

***

3.
{
  "formula": "C31H45N7S3Ti",
  "method": "wB97M-V/def2-TZVPD",
  "species": ["Ti", "C", "N", "C", "C", "N", "N", "C", "N", "N", "H", "H", "H", "H", "H", "H", "H", "H", "H", "H", "H", "C", "C", "C", "C", "C", "C", "C", "C", "N", "C", "C", "C", "C", "C", "C", "C", "C", "C", "C", "H", "H", "H", "H", "H", "H", "H", "H", "H", "H", "H", "H", "H", "H", "H", "H", "H", "H", "H", "H", "H", "H", "H", "H", "S", "C", "N", "C", "C", "S", "H", "H", "H", "H", "H", "S", "C", "C", "C", "C", "C", "C", "H", "H", "H", "H", "H"],
  "coordinates": [[-0.15952, -0.04917, 0.27428], [4.53536, 1.30191, 1.64512], [3.83574, 0.56944, 0.59741], [4.12678, -0.84805, 0.42068], [2.65212, 1.01741, 0.10788], [1.85542, 0.33838, -0.65141], [2.32529, 2.31684, 0.47858], [1.06521, 2.88862, 0.40861], [1.07752, 4.26525, 0.38579], [0.02027, 2.15976, 0.40331], [5.40413, 0.72630, 1.94793], [3.90405, 1.45759, 2.52583], [4.91072, 2.26398, 1.28400], [5.00553, -1.10005, 1.00666], [4.34523, -1.08061, -0.62400], [3.28869, -1.45979, 0.76835], [2.27171, -0.55639, -0.87908], [3.06023, 2.89230, 0.84435], [1.92037, 4.74309, 0.65561], [0.23104, 4.71236, 0.69646], [-0.84372, 2.69124, 0.37218], [-0.48599, 0.59446, -4.46639], [-1.69010, 0.38156, -3.58450], [-2.95173, 0.17181, -4.14188], [-4.03186, -0.05953, -3.29883], [-5.40570, -0.30606, -3.87221], [-3.86413, -0.07540, -1.91808], [-2.61000, 0.17113, -1.29579], [-1.53288, 0.37593, -2.21260], [-2.28773, 0.13049, 0.01216], [-3.18818, 0.16805, 1.16564], [-2.58838, 1.18057, 2.16704], [-3.33469, 1.20937, 3.49775], [-3.29515, -0.18854, 4.12174], [-3.96578, -1.18687, 3.17252], [-5.41232, -0.75471, 2.91538], [-5.41930, 0.63737, 2.27363], [-4.77922, 1.63520, 3.23856], [-4.65440, 0.57740, 0.94059], [-3.20365, -1.21622, 1.84475], [-0.77722, 0.68897, -5.51212], [0.20774, -0.24480, -4.38000], [0.05844, 1.49528, -4.17756], [-3.08528, 0.18393, -5.21721], [-5.39033, -0.25756, -4.96045], [-6.11816, 0.43654, -3.50810], [-5.78432, -1.28904, -3.58309], [-4.73949, -0.27500, -1.31803], [-0.51808, 0.58602, -1.86551], [-2.61489, 2.17368, 1.70178], [-1.54244, 0.91559, 2.34297], [-2.84695, 1.92202, 4.16985], [-3.81030, -0.18572, 5.08794], [-2.25625, -0.48347, 4.29898], [-3.95065, -2.18429, 3.62379], [-5.97474, -0.73752, 3.85456], [-5.90765, -1.47332, 2.25245], [-6.45070, 0.93759, 2.06577], [-5.34697, 1.66697, 4.17424], [-4.80100, 2.64196, 2.80806], [-4.70381, 1.53620, 0.41370], [-5.16834, -0.16329, 0.32520], [-2.17228, -1.54624, 2.00546], [-3.68430, -1.92226, 1.15716], [0.28770, -2.45786, -0.80223], [-1.17844, -3.24756, -0.65692], [-2.32310, -2.85708, -1.14936], [-3.46217, -3.75725, -1.04217], [-3.14884, -4.68959, 0.11933], [-1.32948, -4.78237, 0.16510], [-2.39504, -1.96750, -1.63901], [-3.56972, -4.31098, -1.97847], [-4.37133, -3.18140, -0.86877], [-3.57270, -5.68069, -0.01756], [-3.48379, -4.27659, 1.06835], [0.82344, -0.89493, 2.39532], [1.43993, 0.24649, 3.59093], [2.31761, -0.21198, 4.58148], [2.85745, 0.65352, 5.51992], [2.53439, 2.00566, 5.50429], [1.65453, 2.47219, 4.53734], [1.11494, 1.60701, 3.59406], [2.57092, -1.26511, 4.59612], [3.53468, 0.27002, 6.27407], [2.95099, 2.67963, 6.24202], [1.37540, 3.52057, 4.52279], [0.42170, 1.97592, 2.85120]],
  "lowdin_spin": [1.742, 0.000, 0.001, 0.000, 0.006, 0.022, 0.008, 0.028, 0.013, 0.015, 0.000, 0.000, 0.000, 0.000, 0.000, 0.000, 0.004, 0.001, 0.001, 0.001, 0.003, 0.000, 0.002, 0.004, 0.002, 0.000, 0.002, 0.009, 0.006, 0.010, 0.001, 0.011, 0.001, 0.000, 0.000, 0.000, 0.000, 0.001, 0.000, 0.002, 0.000, 0.000, 0.000, 0.000, 0.000, 0.000, 0.000, 0.000, 0.002, 0.000, 0.006, 0.000, 0.000, 0.000, 0.000, 0.000, 0.000, 0.000, 0.000, 0.000, 0.000, 0.000, 0.002, 0.000, 0.029, 0.015, 0.007, 0.001, 0.001, 0.003, 0.001, 0.000, 0.000, 0.000, 0.000, 0.021, 0.012, -0.001, 0.000, -0.001, 0.000, 0.002, 0.000, 0.000, 0.000, 0.000, 0.002],
  "lumo_energy_ev": [0.112, 0.102],
  "s_squared": 2.0055,
  "multiplicity": 3
}

***

The molar mass results, record by record, are as follows: 340.50; 1050.93; 659.82 g/mol.